{
  "formula": "C45H99N9O9",
  "method": "wB97M-V/def2-TZVPD",
  "elements": ["C", "C", "C", "C", "C", "C", "C", "C", "C", "N", "O", "H", "H", "H", "H", "H", "H", "H", "H", "H", "H", "H", "H", "H", "H", "H", "H", "H", "H", "H", "C", "C", "C", "C", "C", "C", "C", "C", "C", "N", "O", "H", "H", "H", "H", "H", "H", "H", "H", "H", "H", "H", "H", "H", "H", "H", "H", "H", "H", "H", "C", "C", "C", "C", "C", "C", "C", "C", "C", "N", "O", "H", "H", "H", "H", "H", "H", "H", "H", "H", "H", "H", "H", "H", "H", "H", "H", "H", "H", "H", "C", "N", "C", "C", "O", "H", "H", "H", "H", "H", "H", "H", "C", "N", "C", "C", "O", "H", "H", "H", "H", "H", "H", "H", "C", "N", "C", "C", "O", "H", "H", "H", "H", "H", "H", "H", "C", "N", "C", "C", "O", "H", "H", "H", "H", "H", "H", "H", "C", "N", "C", "C", "O", "H", "H", "H", "H", "H", "H", "H", "C", "N", "C", "C", "O", "H", "H", "H", "H", "H", "H", "H"],
  "xyz": [[3.450915, -1.189371, 3.524870], [4.907565, -1.308761, 3.105580], [5.511965, -2.676051, 3.468280], [4.968985, -1.279671, 1.588360], [6.351435, -1.164811, 1.045720], [6.985895, 0.064649, 1.688590], [6.994105, 0.233219, 3.198970], [8.139255, -0.511721, 3.925100], [7.304505, 1.731129, 3.500680], [5.686185, -0.123491, 3.682270], [5.603875, -0.087661, 5.120060], [2.786685, -1.934501, 3.087070], [3.358565, -1.350051, 4.599010], [3.059195, -0.201951, 3.280630], [4.804665, -3.492351, 3.321710], [6.518095, -2.909591, 3.120070], [5.546275, -2.675061, 4.557740], [4.409635, -2.142641, 1.227100], [4.507805, -0.318531, 1.361140], [6.926825, -2.048511, 1.321590], [6.291905, -1.084081, -0.039650], [6.630745, 0.960649, 1.179530], [8.038665, 0.132599, 1.414440], [9.000035, -0.541631, 3.257070], [7.852585, -1.529011, 4.191660], [8.405645, 0.054509, 4.817580], [6.683155, 2.378389, 2.881730], [8.336215, 1.916759, 3.202000], [7.120105, 2.123499, 4.500750], [5.291995, 0.780999, 5.384190], [-5.671445, -1.519041, -5.675400], [-5.213095, -0.570841, -4.554430], [-6.401435, -0.364751, -3.552040], [-4.084695, -1.292751, -3.716500], [-2.636095, -1.183141, -4.353620], [-2.276945, 0.322349, -4.588990], [-3.397545, 1.119639, -5.368980], [-3.166785, 2.628809, -5.101540], [-3.260955, 0.655499, -6.816380], [-4.711195, 0.808319, -4.848480], [-5.725165, 1.680199, -5.419890], [-6.206125, -0.890511, -6.387560], [-4.833475, -2.059241, -6.115960], [-6.425105, -2.222271, -5.321060], [-6.038235, 0.214719, -2.703270], [-7.291505, 0.087399, -3.989570], [-6.678455, -1.391371, -3.312440], [-4.054355, -0.910041, -2.696340], [-4.317655, -2.356121, -3.661110], [-1.875135, -1.582451, -3.683110], [-2.650335, -1.745551, -5.287210], [-1.361835, 0.414119, -5.174010], [-2.126165, 0.658779, -3.563240], [-3.582895, 3.297219, -5.855320], [-2.090205, 2.758359, -4.990720], [-3.560305, 2.969819, -4.143960], [-4.156795, 0.841259, -7.408900], [-3.021255, -0.386161, -7.029900], [-2.400665, 1.216509, -7.181460], [-5.754175, 2.379799, -4.763140], [1.620065, -1.481451, -2.683830], [2.481545, -0.299521, -2.095370], [2.265535, -0.242551, -0.547030], [3.954255, -0.606371, -2.319840], [4.511475, -0.239051, -3.738780], [4.081485, 1.207039, -4.169880], [2.572795, 1.405929, -4.054040], [2.436995, 2.951129, -4.179940], [1.824075, 0.694349, -5.258630], [2.156725, 1.082689, -2.665950], [0.827315, 1.397489, -2.402130], [0.633975, -1.043781, -2.528380], [1.745575, -1.761811, -3.729650], [1.812035, -2.402361, -2.133210], [1.206125, -0.188451, -0.296400], [2.644045, -1.168511, -0.114100], [2.877305, 0.611619, -0.256810], [4.476885, -0.042451, -1.547230], [4.208095, -1.657161, -2.180090], [5.587265, -0.389511, -3.829030], [4.111645, -0.947341, -4.464430], [4.339565, 1.295189, -5.225210], [4.682215, 1.949299, -3.644250], [2.756685, 3.532189, -3.314920], [1.424835, 3.313809, -4.359110], [2.961565, 3.296449, -5.070830], [0.810195, 0.427339, -4.960560], [2.206835, -0.277121, -5.571420], [1.757825, 1.299239, -6.162960], [1.011975, 2.085479, -1.758570], [3.784395, 2.619469, 2.441410], [2.521875, 3.137009, 1.912560], [1.445545, 3.062229, 2.903580], [2.341915, 3.427189, 0.603040], [1.268465, 3.608649, 0.058760], [3.697605, 1.605079, 2.830760], [4.164045, 3.266459, 3.232210], [4.558635, 2.722159, 1.681080], [0.565295, 3.547859, 2.482340], [1.235085, 2.016849, 3.129380], [1.765825, 3.529809, 3.834650], [3.293895, 3.550839, 0.063920], [-5.066175, 1.743539, -0.480190], [-4.826855, 3.151449, -0.221300], [-3.345425, 3.544099, -0.036120], [-5.952945, 3.935189, -0.157890], [-5.871055, 5.185579, 0.042260], [-6.013195, 1.605509, -1.001920], [-5.113005, 1.032159, 0.344330], [-4.345065, 1.251039, -1.132540], [-3.215105, 4.563249, 0.327820], [-2.891535, 2.878789, 0.698350], [-2.751965, 3.373029, -0.934250], [-6.828935, 3.311439, -0.394080], [1.265845, 0.474119, 6.264850], [0.231085, -0.549351, 6.124620], [0.643005, -1.884221, 6.399690], [-0.953475, -0.247641, 5.470200], [-1.330995, 0.893019, 5.236740], [0.980785, 1.494589, 6.008930], [2.172885, 0.332979, 5.677080], [1.516685, 0.377199, 7.321160], [-0.185315, -2.554591, 6.170330], [1.551115, -1.985991, 5.805490], [0.876445, -2.013561, 7.456510], [-1.473575, -1.136881, 5.081680], [-2.120065, -0.858771, 0.093710], [-1.134095, -0.995201, 1.169420], [-0.687405, 0.366599, 1.718600], [-0.639975, -2.207091, 1.503220], [0.098195, -2.303651, 2.471310], [-1.637605, -0.705231, -0.871560], [-2.905255, -0.103951, 0.136580], [-2.670185, -1.782021, -0.088140], [-0.130505, 1.063829, 1.092630], [-1.649995, 0.811109, 1.971450], [-0.069065, 0.344859, 2.615980], [-0.974135, -2.990281, 0.805260], [-5.147895, 0.231779, 3.588190], [-6.368135, 1.021559, 3.935030], [-6.772935, 1.921839, 2.850790], [-7.146195, 0.621539, 4.971640], [-8.303765, 0.973809, 5.077830], [-4.736815, -0.246371, 4.477290], [-4.301005, 0.866459, 3.327320], [-5.248765, -0.374541, 2.688020], [-6.805975, 2.889319, 3.351790], [-6.002595, 1.953809, 2.080300], [-7.793925, 1.733969, 2.518550], [-6.526295, 0.093519, 5.712670], [-0.954435, -5.905591, -0.156930], [-2.314235, -5.460281, -0.195580], [-3.080985, -6.022691, 0.842590], [-2.726895, -4.460711, -1.060720], [-3.858705, -3.949101, -0.963850], [-0.447785, -5.627441, 0.767210], [-0.346975, -5.433451, -0.929050], [-0.909375, -6.982171, -0.321330], [-3.197085, -7.104571, 0.907080], [-2.612905, -5.602991, 1.733010], [-4.110045, -5.675261, 0.750760], [-1.972295, -4.158301, -1.803230]],
  "atomic_forces_ev_per_a": [[0.06, -0.21, 0.73], [1.40, -0.48, -0.03], [-0.66, 0.10, 2.30], [-0.53, 1.44, 0.44], [0.50, -0.20, 0.74], [1.36, 0.42, -1.23], [0.32, 0.37, 1.18], [-0.21, -0.28, -0.44], [-0.67, 0.25, -1.00], [-2.30, 0.17, -0.22], [0.51, -1.05, -0.49], [0.22, -0.05, -0.38], [0.08, 0.22, 0.12], [-0.01, -0.04, -0.01], [0.06, -0.02, -0.76], [-0.32, 0.13, -0.27], [0.46, -0.06, 0.34], [-0.12, 0.22, -0.19], [-0.67, -0.13, -0.69], [0.15, -0.11, -0.33], [0.36, 0.08, -0.01], [-0.71, 0.14, 0.29], [0.27, -0.31, -0.14], [0.16, -0.07, 0.14], [0.15, 0.07, 0.07], [0.02, -0.33, 0.07], [-0.08, -0.02, -0.30], [0.08, 0.11, 0.21], [0.29, -0.70, 0.32], [-0.18, 0.22, -0.47], [-0.15, 1.14, -0.22], [0.29, 0.52, 1.63], [0.61, -0.78, -0.99], [1.02, 0.37, -1.01], [-1.41, 1.19, -0.19], [-1.43, -1.05, 0.23], [0.18, -1.20, 0.62], [0.55, -0.32, -0.35], [0.47, 0.97, -0.79], [-0.89, -0.60, 1.27], [0.80, -1.10, -0.08], [0.20, -0.18, -0.51], [-0.15, 0.10, -0.26], [0.27, -0.14, 0.24], [-0.23, -0.20, 0.02], [0.22, 0.22, -0.17], [-0.14, 0.12, 0.73], [-0.06, 0.15, 0.05], [-0.26, 0.00, 0.15], [-0.10, -0.31, -0.02], [0.25, -0.09, -0.03], [0.07, 0.11, 0.20], [0.11, 0.79, -0.12], [0.19, -0.16, -0.19], [0.11, 0.34, -0.42], [-0.27, -0.45, 0.15], [0.07, 0.50, 0.01], [-0.01, -0.20, 0.78], [-0.09, 0.11, -0.70], [-0.19, 0.13, 0.07], [-0.04, 1.40, 0.44], [-0.31, -0.71, -0.84], [0.01, -0.28, -1.64], [1.19, 0.87, -1.02], [-1.03, 0.68, 0.40], [0.74, -2.16, 0.02], [-0.08, 1.20, -0.19], [-1.06, 0.20, -0.69], [-0.33, -0.20, 0.98], [2.15, -2.24, -0.14], [-0.35, 0.17, -0.05], [-0.58, -0.87, -0.15], [0.23, 0.55, -0.11], [-0.29, 0.15, 0.40], [0.10, 0.41, 0.07], [0.16, 0.11, 0.07], [-0.35, 0.04, 0.63], [0.50, 0.11, -0.08], [-0.41, -0.13, 0.38], [0.11, 0.22, 0.39], [-0.29, -0.07, -0.05], [-0.02, 0.22, -0.12], [-0.32, 0.09, 0.29], [0.43, -0.45, 0.13], [-0.38, -0.42, 0.08], [0.36, -0.08, 0.05], [-0.19, 0.43, 0.12], [0.64, 0.06, 0.22], [0.14, 0.28, 0.20], [-0.87, 0.54, 0.40], [0.24, 1.07, -0.56], [0.37, -0.46, 0.95], [0.01, -0.02, -0.91], [0.00, 0.05, 0.46], [-0.20, -0.10, -0.08], [0.08, 0.04, -0.28], [-0.27, 0.03, 0.37], [-0.06, -0.53, -0.21], [-0.01, -0.07, 0.24], [-0.18, -0.06, 0.01], [-0.02, 0.22, -0.12], [0.07, -0.26, -0.03], [-0.13, -0.87, -0.72], [1.19, -0.70, 0.20], [-1.59, -0.36, 0.27], [2.79, 3.82, 0.25], [-1.05, -3.86, -0.49], [-0.07, 0.19, 0.03], [0.06, 0.47, 0.80], [0.39, 0.62, -0.34], [-0.44, -0.07, -0.25], [-0.31, -0.10, 0.26], [-0.46, 0.20, -0.35], [-0.32, 0.64, 0.28], [-0.16, -0.05, 0.99], [-1.47, 1.83, -1.48], [0.14, 0.14, -0.11], [1.31, 0.63, 0.07], [0.14, -0.80, 0.03], [-0.76, -0.29, 0.31], [-0.03, -0.80, -0.19], [0.54, 0.70, 0.07], [0.39, -0.23, -0.34], [-0.04, -1.10, 0.03], [0.11, 0.04, 0.12], [-0.18, -0.08, 0.40], [0.24, -1.06, -1.26], [-0.38, 2.43, -0.89], [-0.94, -1.24, 0.62], [0.42, 1.96, 0.97], [0.22, -1.17, -0.35], [0.34, 0.40, -0.14], [0.40, 0.30, 0.95], [0.02, -0.27, 0.46], [-0.21, -0.57, -1.02], [0.25, 0.42, 0.22], [-0.37, -0.85, 0.09], [0.01, -0.32, 0.35], [0.23, 1.24, 0.67], [2.24, -1.64, -1.54], [-0.56, 0.52, 1.69], [-0.05, 1.30, -0.89], [0.07, -0.34, 0.54], [-0.49, -0.67, -0.16], [-0.17, 0.72, 0.00], [-0.51, -0.60, 0.38], [-0.08, 0.42, -0.48], [-0.37, -0.19, 0.06], [0.19, -0.28, -0.36], [-0.47, -0.43, 0.14], [0.90, 0.11, -0.78], [0.95, 0.56, -2.39], [-1.69, 1.00, 1.02], [-2.36, -0.33, 1.87], [2.14, -0.70, -0.64], [-0.19, -0.20, 0.37], [-0.19, 0.03, -0.28], [0.14, -0.06, 0.20], [0.81, -0.14, -0.40], [-0.49, -0.48, 0.71], [0.08, 0.35, 0.18], [-0.02, -0.06, 0.13]],
  "mulliken_charge": [-1.630, 1.883, -2.201, -0.354, -1.247, -1.346, 1.316, -1.649, -1.768, 1.046, -0.598, 0.462, 0.524, -0.462, 0.448, 0.341, 0.508, 0.859, -0.458, 0.336, 0.455, 0.404, 0.537, 0.344, 0.376, 0.382, 0.298, 0.402, 0.385, 0.308, -1.793, 1.075, -1.453, -0.556, -0.965, -1.082, 1.854, -1.724, -2.063, 1.084, -0.546, 0.415, 0.306, 0.432, -0.090, 0.401, 0.453, -0.214, 0.510, 0.342, 0.419, 0.303, 0.292, 0.338, 0.417, 0.266, 0.416, 0.250, 0.487, 0.307, -1.710, 1.806, -1.005, -0.979, -1.260, -1.342, 1.499, -1.803, -1.215, 0.449, 0.067, 0.256, 0.307, 0.523, -0.410, 0.225, 0.301, 0.233, 0.435, 0.458, 0.387, 0.484, 0.426, 0.326, 0.267, 0.484, -0.096, 0.263, 0.498, 0.107, -0.909, 0.263, -0.726, 0.136, -0.632, 0.086, 0.449, 0.260, 0.386, -0.013, 0.318, 0.410, -0.662, 0.342, -0.740, 0.125, -0.647, 0.330, 0.145, -0.012, 0.366, 0.150, 0.282, 0.381, -0.814, 0.136, -0.605, 0.272, -0.629, 0.297, 0.116, 0.399, 0.284, 0.161, 0.301, 0.219, -0.906, 0.688, -0.182, 0.344, -0.532, 0.513, -0.138, 0.214, 0.311, 0.178, -0.475, -0.017, -1.183, 0.181, -0.535, 0.130, -0.588, 0.336, 0.449, 0.326, 0.364, -0.121, 0.348, 0.290, -0.971, 0.155, -0.946, 0.154, -0.646, 0.361, 0.266, 0.332, 0.304, 0.333, 0.280, 0.399],
  "e_homo_ev": -8.13,
  "e_tot_ev": -80102.51709,
  "e_lumo_ev": 0.2,
  "relative_energy_kcal_mol": 98.0,
  "gap_ev": 8.38
}